1.
{
  "formula": "C18H23N3O2S",
  "method": "ωB97M-V with the def2-TZVPD basis set",
  "elements": ["C", "C", "C", "N", "C", "O", "C", "H", "C", "H", "H", "C", "O", "N", "H", "C", "C", "H", "H", "H", "H", "H", "S", "C", "N", "C", "C", "C", "C", "C", "C", "C", "C", "H", "H", "H", "H", "H", "H", "H", "H", "H", "H", "H", "H", "H", "H"],
  "xyz": [[-1.638, 2.541, 1.749], [-1.645, 1.329, 2.268], [-1.649, 0.039, 1.502], [-1.475, 0.221, 0.076], [-2.510, 0.100, -0.789], [-3.626, -0.256, -0.478], [-2.093, 0.397, -2.219], [-2.691, 1.221, -2.616], [-2.288, -0.850, -3.092], [-3.356, -1.049, -3.190], [-1.856, -0.668, -4.076], [-1.572, -2.042, -2.457], [-0.399, -2.278, -2.651], [-2.363, -2.795, -1.665], [-3.287, -2.466, -1.428], [-1.849, -3.919, -0.912], [-1.550, -3.548, 0.537], [-2.441, -3.152, 1.020], [-0.764, -2.798, 0.573], [-1.217, -4.426, 1.084], [-2.584, -4.728, -0.953], [-0.933, -4.240, -1.413], [-0.354, 0.925, -2.162], [-0.233, 0.560, -0.421], [0.769, 0.618, 0.327], [2.071, 0.862, -0.084], [2.652, 0.124, -1.112], [3.977, 0.329, -1.447], [4.725, 1.272, -0.765], [4.145, 2.005, 0.258], [2.822, 1.812, 0.619], [2.198, 2.590, 1.743], [2.125, 1.740, 3.012], [3.123, 1.434, 3.320], [1.667, 2.304, 3.821], [1.531, 0.851, 2.824], [2.785, 3.489, 1.938], [1.186, 2.890, 1.463], [4.732, 2.742, 0.788], [5.759, 1.438, -1.027], [4.422, -0.250, -2.242], [2.064, -0.620, -1.629], [-2.610, -0.469, 1.640], [-0.843, -0.602, 1.870], [-1.656, 1.189, 3.340], [-1.640, 3.418, 2.370], [-1.630, 2.717, 0.685]],
  "atomic_forces_ev_per_a": [[-0.049, 0.078, 0.046], [-0.035, -0.172, -0.034], [-0.114, -0.144, 0.220], [-0.181, -0.082, 0.605], [-0.255, 0.121, -0.272], [-0.159, 0.050, -0.054], [0.202, 0.148, -0.226], [-0.016, -0.128, 0.175], [0.181, -0.075, 0.106], [0.014, 0.039, -0.017], [-0.066, -0.076, 0.061], [-0.536, 0.180, -0.341], [0.477, -0.068, -0.096], [-0.283, -0.265, 0.204], [0.079, 0.107, -0.133], [0.178, -0.068, 0.156], [-0.031, -0.087, -0.267], [-0.067, 0.040, 0.099], [0.084, 0.101, 0.033], [0.046, -0.075, 0.129], [0.105, 0.022, -0.038], [-0.169, -0.058, 0.038], [0.017, 0.079, 0.231], [0.474, 0.269, -0.819], [-0.628, -0.262, 0.584], [0.551, 0.124, -0.381], [-0.062, 0.010, 0.097], [0.095, 0.023, -0.078], [0.116, -0.016, -0.040], [0.007, -0.023, -0.044], [-0.127, 0.122, -0.111], [-0.016, -0.170, 0.097], [-0.037, 0.169, -0.070], [0.084, -0.047, 0.069], [-0.043, 0.007, 0.140], [-0.058, -0.115, 0.036], [-0.039, 0.028, -0.066], [0.058, 0.087, 0.018], [0.044, 0.086, 0.055], [0.084, 0.007, -0.020], [0.046, -0.053, -0.066], [-0.072, -0.099, -0.043], [0.189, 0.001, -0.022], [-0.115, 0.021, -0.057], [0.008, 0.069, 0.166], [-0.016, 0.136, 0.182], [0.035, -0.041, -0.252]],
  "e_above_lowest_kj_mol": 99.3,
  "multiplicity": 1,
  "smiles": "C=CCN1C(=O)[C@H](CC(=O)NCC)S/C1=N\\c1ccccc1CC",
  "gap_ev": 8.747,
  "total_charge": 0
}

=====

2.
{
  "formula": "C18H23N3O4S",
  "method": "ωB97M-V with the def2-TZVPD basis set",
  "elements": ["C", "C", "H", "H", "O", "C", "C", "C", "C", "C", "C", "H", "H", "S", "O", "O", "N", "C", "C", "O", "N", "H", "C", "C", "C", "N", "C", "C", "C", "H", "H", "H", "H", "H", "H", "H", "H", "C", "C", "H", "H", "H", "H", "H", "H", "H", "H", "H", "H"],
  "xyz": [[4.460, -0.582, -1.761], [4.570, 0.645, -0.863], [5.308, 1.335, -1.279], [4.884, 0.371, 0.151], [3.377, 1.413, -0.816], [2.355, 1.055, -0.018], [1.280, 1.955, 0.016], [0.194, 1.723, 0.830], [0.165, 0.589, 1.625], [1.211, -0.313, 1.599], [2.303, -0.091, 0.778], [3.114, -0.802, 0.783], [1.171, -1.177, 2.244], [-1.210, 0.299, 2.730], [-0.699, -0.228, 3.960], [-2.020, 1.483, 2.755], [-2.028, -0.929, 1.934], [-3.050, -0.521, 1.005], [-2.760, -0.908, -0.444], [-3.636, -1.007, -1.277], [-1.454, -1.112, -0.705], [-0.792, -0.980, 0.045], [-0.960, -1.439, -2.022], [-0.099, -0.341, -2.582], [1.168, -0.594, -3.090], [1.958, 0.338, -3.592], [1.522, 1.585, -3.610], [0.273, 1.956, -3.135], [-0.550, 0.975, -2.611], [-1.533, 1.214, -2.232], [-0.049, 2.985, -3.178], [2.206, 2.313, -4.025], [1.569, -1.601, -3.101], [-1.846, -1.578, -2.651], [-0.398, -2.378, -1.988], [-4.029, -0.933, 1.278], [-3.128, 0.569, 1.056], [-2.185, -2.211, 2.586], [-1.814, -3.372, 1.668], [-0.781, -3.286, 1.339], [-1.931, -4.309, 2.206], [-2.459, -3.390, 0.793], [-1.531, -2.189, 3.458], [-3.219, -2.333, 2.933], [-0.628, 2.418, 0.886], [1.343, 2.840, -0.596], [4.065, -0.287, -2.730], [3.793, -1.327, -1.335], [5.444, -1.024, -1.889]],
  "atomic_forces_ev_per_a": [[-0.094, 0.345, 0.161], [0.369, -0.322, -0.121], [-0.058, -0.103, 0.139], [-0.027, 0.106, -0.062], [-0.243, 0.146, 0.004], [-0.307, 0.159, 0.120], [0.244, -0.126, 0.015], [-0.008, 0.074, 0.030], [-0.429, 0.058, 0.509], [-0.037, -0.003, 0.060], [0.183, -0.035, -0.112], [0.090, -0.054, -0.027], [0.105, -0.155, 0.067], [0.256, -0.128, -0.363], [0.052, -0.223, -0.146], [0.036, -0.027, -0.237], [0.269, 0.843, 0.627], [-0.293, 0.262, -0.372], [0.179, -0.113, 0.310], [-0.431, 0.102, -0.174], [0.356, -0.023, -0.007], [-0.065, -0.049, -0.071], [-0.173, -0.061, -0.115], [0.064, 0.103, -0.053], [-0.347, -0.117, 0.145], [0.399, -0.005, -0.271], [-0.116, 0.228, -0.028], [-0.081, -0.123, -0.021], [0.153, -0.110, -0.152], [-0.109, 0.044, 0.065], [-0.007, 0.114, -0.010], [-0.003, 0.152, -0.016], [-0.033, -0.160, 0.080], [0.174, -0.087, 0.085], [-0.076, 0.067, -0.062], [0.135, 0.030, -0.038], [-0.202, -0.138, -0.179], [0.231, -0.553, 0.321], [-0.150, 0.218, 0.175], [0.112, -0.009, -0.058], [-0.024, -0.124, 0.015], [-0.025, -0.100, -0.120], [-0.184, -0.196, -0.017], [0.090, 0.092, 0.017], [-0.072, 0.156, -0.049], [-0.011, 0.095, -0.054], [0.040, -0.041, -0.044], [-0.056, -0.126, 0.016], [0.121, -0.084, 0.021]],
  "e_above_lowest_kj_mol": 230.9,
  "multiplicity": 1,
  "smiles": "CCOc1ccc(S(=O)(=O)N(CC)CC(=O)NCc2cccnc2)cc1",
  "gap_ev": 9.478,
  "total_charge": 0
}

=====

3.
{
  "formula": "C18H23N3O4S2",
  "method": "ωB97M-V with the def2-TZVPD basis set",
  "elements": ["C", "H", "O", "C", "C", "C", "C", "C", "C", "C", "N", "C", "O", "C", "N", "C", "C", "N", "S", "O", "O", "C", "C", "C", "C", "S", "H", "H", "H", "C", "C", "H", "H", "H", "H", "H", "H", "H", "H", "H", "H", "H", "H", "H", "H", "H", "H", "H", "H", "H"],
  "xyz": [[-1.627, -1.424, 2.787], [-2.151, -2.351, 3.038], [-2.360, -0.666, 1.847], [-2.623, -1.207, 0.631], [-2.163, -2.452, 0.212], [-2.486, -2.931, -1.044], [-3.286, -2.190, -1.895], [-3.740, -0.948, -1.486], [-3.415, -0.438, -0.238], [-3.826, 0.967, 0.127], [-2.918, 1.917, -0.499], [-2.063, 2.693, 0.198], [-2.135, 2.850, 1.400], [-0.972, 3.372, -0.643], [0.285, 2.651, -0.750], [0.880, 2.219, 0.500], [0.342, 0.872, 1.003], [0.341, -0.139, -0.034], [1.432, -1.359, 0.064], [1.425, -1.838, 1.416], [1.170, -2.273, -1.005], [3.017, -0.617, -0.231], [3.635, -0.435, -1.430], [4.857, 0.259, -1.302], [5.130, 0.590, -0.012], [3.907, 0.055, 1.074], [5.983, 1.116, 0.368], [5.499, 0.496, -2.131], [3.227, -0.804, -2.353], [-0.152, 0.255, -1.331], [0.405, 1.621, -1.759], [-0.091, 1.953, -2.674], [1.476, 1.517, -1.970], [0.145, -0.529, -2.029], [-1.244, 0.276, -1.289], [0.960, 0.491, 1.817], [-0.678, 0.992, 1.377], [0.694, 2.980, 1.259], [1.961, 2.148, 0.329], [-0.745, 4.327, -0.155], [-1.333, 3.575, -1.654], [-2.809, 1.834, -1.499], [-4.847, 1.169, -0.213], [-3.755, 1.127, 1.203], [-4.359, -0.356, -2.147], [-3.549, -2.570, -2.870], [-2.107, -3.892, -1.355], [-1.529, -3.043, 0.852], [-0.620, -1.653, 2.428], [-1.563, -0.794, 3.673]],
  "atomic_forces_ev_per_a": [[0.176, -0.133, 0.186], [0.015, 0.024, -0.014], [-0.198, 0.196, -0.312], [-0.212, -0.057, -0.219], [0.065, 0.101, 0.270], [-0.080, 0.039, -0.083], [0.023, -0.075, -0.166], [0.042, -0.039, 0.201], [-0.051, 0.030, 0.195], [-0.054, -0.079, 0.136], [-0.296, -0.153, -0.234], [0.062, 0.476, -0.449], [0.105, 0.015, 0.379], [0.172, 0.103, 0.222], [-0.163, 0.060, -0.088], [0.123, -0.107, 0.105], [0.065, 0.475, 0.460], [0.623, -0.885, 0.128], [-0.123, 0.180, -0.238], [0.247, 0.259, 0.126], [0.102, 0.175, -0.189], [-0.341, -0.247, 0.439], [-0.240, -0.171, 0.038], [0.030, 0.086, 0.094], [-0.344, -0.075, 0.293], [0.293, -0.007, -0.369], [0.202, 0.105, 0.076], [0.141, 0.044, -0.115], [-0.082, -0.093, -0.197], [-0.074, 0.125, -0.691], [-0.008, -0.249, 0.015], [0.023, -0.018, -0.035], [-0.069, -0.042, -0.074], [-0.180, 0.138, -0.150], [0.162, -0.079, -0.034], [-0.112, 0.180, 0.143], [0.146, -0.081, 0.035], [0.054, -0.011, 0.049], [-0.035, -0.026, 0.093], [-0.215, -0.077, -0.036], [-0.014, 0.024, 0.000], [0.128, 0.090, 0.116], [0.081, -0.057, 0.110], [-0.114, 0.038, -0.148], [-0.095, 0.069, -0.063], [-0.016, -0.047, -0.087], [0.048, -0.097, -0.025], [0.088, -0.055, 0.106], [-0.117, 0.008, 0.022], [0.014, -0.079, -0.019]],
  "e_above_lowest_kj_mol": 306.4,
  "multiplicity": 1,
  "smiles": "COc1ccccc1CNC(=O)CN1CCN(S(=O)(=O)c2cccs2)CC1",
  "gap_ev": 8.646,
  "total_charge": 0
}

=====

4.
{
  "formula": "C18H23N4O9P2STl",
  "method": "ωB97M-V with the def2-TZVPD basis set",
  "elements": ["Tl", "C", "C", "C", "C", "C", "H", "H", "H", "H", "H", "N", "C", "C", "P", "O", "O", "O", "P", "O", "O", "O", "H", "H", "H", "H", "H", "H", "H", "H", "O", "S", "O", "N", "C", "O", "C", "C", "C", "C", "C", "C", "H", "H", "H", "H", "C", "N", "C", "C", "N", "C", "H", "H", "H", "H", "H", "H"],
  "xyz": [[-1.052, -0.366, -1.243], [-2.027, -2.734, -2.829], [-3.011, -2.501, -1.861], [-3.684, -1.318, -2.205], [-3.111, -0.822, -3.385], [-2.086, -1.695, -3.766], [-1.378, -3.597, -2.882], [-3.260, -3.155, -1.037], [-4.537, -0.900, -1.690], [-3.433, 0.057, -3.923], [-1.485, -1.617, -4.661], [1.499, 0.220, 1.327], [0.706, 1.073, 2.232], [1.403, 1.278, 3.547], [-0.907, 0.109, 2.461], [-2.081, 1.099, 1.894], [-1.172, -0.143, 3.890], [-0.759, -1.047, 1.498], [0.421, 2.603, 1.208], [-0.705, 3.428, 2.040], [1.620, 3.467, 1.094], [-0.161, 2.003, -0.047], [0.930, -0.659, 1.234], [2.501, 0.050, 1.615], [1.491, 0.672, 0.401], [1.411, 0.344, 4.110], [0.848, 2.015, 4.121], [2.421, 1.635, 3.391], [-1.971, 1.187, 0.942], [-1.449, 2.827, 2.178], [4.400, -2.741, 1.022], [4.575, -1.058, 0.527], [4.100, -0.295, 1.702], [3.508, -0.905, -0.624], [2.390, -1.592, -0.827], [1.546, -1.246, -1.661], [2.189, -2.817, 0.005], [0.975, -3.491, -0.088], [0.730, -4.620, 0.664], [1.691, -5.074, 1.552], [2.894, -4.411, 1.672], [3.171, -3.294, 0.886], [0.230, -3.093, -0.762], [-0.213, -5.139, 0.571], [1.511, -5.954, 2.155], [3.644, -4.747, 2.373], [0.318, 4.584, -1.792], [-0.995, 4.016, -1.729], [-1.983, 4.374, -0.860], [-2.971, 3.444, -1.005], [-2.604, 2.518, -1.929], [-1.412, 2.878, -2.323], [0.260, 5.663, -1.644], [0.761, 4.373, -2.766], [0.944, 4.156, -1.001], [-1.893, 5.232, -0.224], [-3.915, 3.378, -0.500], [-0.829, 2.349, -3.049]],
  "atomic_forces_ev_per_a": [[-0.320, -0.242, -0.370], [0.266, -0.482, 0.013], [-0.234, -0.308, 0.244], [-0.405, 0.092, 0.059], [-0.280, 0.254, -0.202], [0.200, 0.023, -0.478], [0.121, 0.009, 0.063], [0.070, 0.031, 0.114], [0.058, 0.094, 0.097], [0.066, 0.117, 0.063], [0.107, 0.060, 0.003], [0.458, -0.379, -0.500], [-0.865, 0.625, 0.004], [0.129, -0.003, 0.206], [-0.187, -0.482, 0.041], [-0.088, -0.160, 0.482], [-0.027, 0.277, 0.345], [0.138, 0.163, -0.051], [-0.340, 0.313, 0.355], [0.560, 0.007, -0.001], [0.313, 0.016, 0.136], [0.094, -0.060, 0.184], [0.289, 0.095, -0.091], [-0.594, 0.119, -0.135], [0.162, -0.402, -0.009], [0.083, 0.048, 0.114], [0.011, 0.028, 0.136], [0.061, 0.077, 0.009], [0.021, 0.181, -0.499], [-0.403, -0.118, 0.030], [0.167, 0.683, -0.267], [-0.599, -0.455, -0.176], [0.462, -0.207, 0.303], [1.344, 0.578, -0.026], [-0.435, -0.476, -0.146], [0.243, -0.205, 0.218], [-0.020, 0.038, -0.066], [0.058, -0.009, 0.073], [-0.263, -0.084, -0.076], [0.099, -0.054, -0.017], [0.194, -0.001, 0.015], [-0.393, -0.099, 0.081], [-0.050, -0.023, -0.075], [-0.100, 0.014, 0.009], [-0.059, -0.026, 0.058], [0.125, -0.005, 0.041], [0.561, 0.024, 0.211], [-0.436, 0.000, -0.223], [-0.223, 0.157, 0.099], [0.044, 0.243, 0.179], [-0.187, -0.376, -0.329], [-0.187, 0.120, -0.194], [-0.015, -0.003, -0.092], [-0.027, 0.033, 0.019], [0.022, 0.080, -0.136], [0.073, 0.103, 0.156], [-0.161, 0.062, 0.141], [0.301, -0.105, -0.145]],
  "e_above_lowest_kj_mol": 50.0,
  "multiplicity": 1,
  "gap_ev": 6.485,
  "total_charge": -2
}

=====

5.
{
  "formula": "C18H23N5O2S2",
  "method": "ωB97M-V with the def2-TZVPD basis set",
  "elements": ["C", "C", "C", "C", "O", "N", "C", "N", "N", "C", "S", "C", "H", "H", "C", "O", "N", "C", "H", "C", "N", "C", "C", "C", "C", "C", "C", "H", "H", "H", "H", "H", "C", "H", "C", "H", "H", "H", "H", "H", "H", "S", "H", "H", "H", "H", "H", "H", "H", "H"],
  "xyz": [[-4.483, -1.391, 2.178], [-5.356, -2.216, 1.241], [-4.869, -2.166, -0.216], [-3.544, -2.868, -0.334], [-3.433, -4.070, -0.292], [-2.385, -2.125, -0.473], [-2.071, -0.803, -0.565], [-0.833, -0.442, -0.656], [-0.647, 0.867, -0.757], [-1.738, 1.552, -0.737], [-1.813, 3.271, -0.819], [-0.026, 3.569, -0.680], [0.101, 4.651, -0.657], [0.438, 3.142, -1.564], [0.454, 2.941, 0.632], [-0.297, 2.867, 1.583], [1.737, 2.534, 0.688], [2.686, 2.445, -0.396], [2.420, 3.106, -1.217], [2.796, 0.989, -0.874], [3.225, 0.184, 0.248], [3.912, -1.007, 0.032], [4.598, -1.605, 1.094], [5.339, -2.753, 0.904], [5.428, -3.334, -0.351], [4.758, -2.751, -1.410], [4.005, -1.605, -1.226], [3.473, -1.191, -2.068], [4.811, -3.196, -2.394], [6.011, -4.230, -0.498], [5.862, -3.193, 1.741], [4.565, -1.153, 2.074], [2.272, 0.261, 1.339], [2.593, -0.373, 2.163], [2.151, 1.712, 1.812], [1.399, 1.800, 2.596], [3.115, 2.075, 2.178], [1.281, -0.078, 1.000], [3.545, 0.935, -1.665], [1.818, 0.665, -1.262], [3.660, 2.760, -0.005], [-3.186, 0.567, -0.595], [-1.554, -2.711, -0.512], [-4.825, -1.136, -0.564], [-5.576, -2.718, -0.838], [-6.380, -1.841, 1.275], [-5.364, -3.257, 1.567], [-4.468, -0.347, 1.873], [-4.871, -1.443, 3.192], [-3.461, -1.765, 2.188]],
  "atomic_forces_ev_per_a": [[-0.192, -0.116, -0.034], [0.104, 0.111, 0.008], [-0.208, -0.220, 0.182], [0.024, 0.219, -0.155], [-0.169, -0.195, 0.079], [0.406, -0.702, -0.021], [-0.450, 1.131, -0.051], [-0.090, -1.745, 0.132], [0.000, 1.419, -0.169], [-0.387, -0.427, -0.108], [0.025, 0.622, -0.170], [-0.517, -0.331, 0.024], [0.009, -0.012, -0.032], [0.095, 0.096, 0.076], [0.055, 0.335, -0.040], [-0.127, 0.006, 0.185], [0.322, 0.030, 0.252], [0.019, -0.229, -0.444], [0.004, -0.010, 0.039], [0.115, 0.265, -0.098], [0.048, 0.237, -0.009], [0.193, -0.225, -0.097], [-0.074, -0.028, 0.052], [-0.034, -0.031, 0.036], [0.058, -0.117, -0.104], [0.111, -0.129, 0.022], [-0.157, 0.165, 0.020], [-0.063, 0.067, -0.051], [0.000, -0.029, -0.072], [0.051, -0.073, -0.016], [0.041, -0.020, 0.068], [0.012, 0.077, 0.066], [-0.104, 0.195, 0.297], [-0.020, 0.028, -0.024], [-0.198, -0.298, 0.327], [0.130, 0.003, -0.078], [-0.018, -0.050, 0.004], [0.061, -0.037, 0.091], [-0.031, -0.011, 0.006], [0.127, 0.024, -0.062], [-0.058, 0.000, -0.113], [0.943, -0.131, -0.021], [-0.167, 0.068, 0.006], [-0.128, -0.075, -0.067], [0.128, 0.066, -0.072], [-0.022, -0.079, -0.018], [-0.096, 0.005, -0.057], [0.048, 0.100, 0.048], [0.041, 0.028, 0.109], [0.141, 0.019, 0.053]],
  "e_above_lowest_kj_mol": 77.1,
  "multiplicity": 1,
  "smiles": "CCCC(=O)Nc1nnc(SCC(=O)N2CCN(c3ccccc3)CC2)s1",
  "gap_ev": 8.181,
  "total_charge": 0
}